{"formula": "C26H39CsN4O2PS2", "method": "ωB97M-V with the def2-TZVPD basis set", "total_charge": -1, "e_above_lowest_ev": 0.000, "homo_energy_ev": -4.03, "total_energy_ha": -2541.57598, "elements": ["Cs", "S", "C", "N", "C", "C", "C", "C", "C", "C", "S", "H", "H", "H", "H", "C", "C", "C", "C", "P", "N", "C", "C", "C", "C", "C", "C", "C", "C", "H", "H", "H", "H", "H", "H", "H", "H", "H", "H", "H", "H", "H", "H", "H", "H", "H", "H", "H", "H", "H", "H", "H", "H", "H", "H", "H", "O", "C", "N", "C", "O", "C", "C", "C", "C", "N", "C", "H", "H", "H", "H", "H", "H", "H", "H"], "coordinates": [[-0.0270, 2.2603, 1.0913], [-2.1345, 4.6971, 1.7169], [-3.0898, 3.4096, 2.3222], [-2.7950, 2.1258, 2.4046], [-3.8198, 1.3977, 2.9622], [-3.7827, 0.0182, 3.1692], [-4.8765, -0.6145, 3.7306], [-6.0150, 0.1112, 4.0900], [-6.0663, 1.4806, 3.8887], [-4.9689, 2.1188, 3.3254], [-4.7093, 3.7842, 2.9409], [-2.8959, -0.5353, 2.8900], [-4.8476, -1.6843, 3.8924], [-6.8634, -0.3978, 4.5284], [-6.9484, 2.0426, 4.1654], [3.3906, -3.2568, -0.2043], [3.4354, -1.7499, 0.0591], [4.0279, -1.0394, -1.1690], [4.4199, -1.4898, 1.2072], [1.8262, -0.8272, 0.5123], [1.9617, 0.7049, 0.3860], [1.3797, -1.3711, 2.2872], [-0.0944, -0.9827, 2.5194], [2.2115, -0.5152, 3.2560], [1.5408, -2.8487, 2.6535], [0.4575, -1.5455, -0.6269], [-0.7564, -0.5936, -0.5848], [-0.0225, -2.9801, -0.3823], [0.9799, -1.4595, -2.0668], [4.4140, -3.6321, -0.3261], [2.8552, -3.5019, -1.1212], [2.9393, -3.8262, 0.6081], [5.1082, -1.2115, -1.1942], [3.8378, 0.0319, -1.1032], [3.6167, -1.4103, -2.1053], [5.4251, -1.7613, 0.8711], [4.2043, -2.0834, 2.0962], [4.4261, -0.4371, 1.4882], [-0.3113, 0.0205, 2.1460], [-0.3255, -0.9921, 3.5877], [-0.7798, -1.6716, 2.0296], [2.4515, 0.4491, 2.8073], [3.1445, -1.0035, 3.5367], [1.6414, -0.3465, 4.1732], [0.9959, -3.5158, 1.9882], [1.1493, -3.0146, 3.6645], [2.5845, -3.1615, 2.6631], [-1.4282, -0.7739, 0.2518], [-1.3323, -0.7058, -1.5059], [-0.3966, 0.4336, -0.5321], [-0.5740, -3.0801, 0.5514], [0.7863, -3.7099, -0.3747], [-0.7107, -3.2715, -1.1856], [1.4451, -0.4932, -2.2627], [0.1338, -1.5804, -2.7505], [1.6996, -2.2416, -2.3006], [2.1288, 3.6075, -2.9952], [1.8306, 2.5268, -3.8627], [1.1700, 2.9932, -5.0491], [-0.1710, 2.9828, -5.3264], [-0.5892, 3.2340, -6.4403], [-1.0794, 2.5994, -4.1998], [-2.0004, 1.5739, -4.3712], [-2.7677, 1.1912, -3.2852], [-2.5835, 1.8566, -2.0785], [-1.7608, 2.8874, -1.9307], [-1.0338, 3.2562, -2.9775], [2.2897, 3.2400, -2.1158], [1.1995, 1.7907, -3.3588], [2.7599, 2.0321, -4.1681], [1.7331, 3.3621, -5.8004], [-2.0828, 1.0784, -5.3302], [-3.4752, 0.3763, -3.3520], [-3.1290, 1.5544, -1.1906], [-0.3569, 4.0882, -2.8336]], "forces_ev_per_a": [[-0.3814, 1.6101, 0.3068], [-0.5605, 0.0006, 0.3123], [0.3641, 0.1121, -0.1625], [-0.0238, 0.3465, -0.0325], [0.1113, -0.1363, -0.0898], [-0.0475, -0.0191, 0.0276], [-0.0518, 0.0369, 0.0157], [0.0244, -0.0872, 0.0055], [0.0215, 0.0543, -0.0173], [-0.0699, -0.1063, 0.0497], [-0.1360, 0.1689, 0.0317], [0.0339, -0.0090, -0.0126], [-0.0214, -0.0326, 0.0144], [-0.0173, -0.0144, 0.0093], [-0.0329, 0.0264, 0.0110], [0.0423, -0.0798, -0.0190], [0.0503, -0.1308, 0.0179], [0.0347, -0.0521, 0.0116], [0.0640, -0.0540, 0.0652], [0.1373, 0.7919, -0.2657], [0.5226, -1.2317, -0.3418], [-0.1945, -0.0918, 0.0717], [0.0849, 0.0004, -0.1731], [0.0635, -0.0053, 0.0869], [-0.0157, -0.0457, 0.1262], [-0.1136, -0.0958, -0.0040], [0.2724, -0.1307, 0.0169], [-0.0948, -0.0204, -0.0513], [0.0028, -0.0484, -0.0759], [0.0178, 0.0178, -0.0182], [-0.0226, 0.0147, -0.0119], [-0.0040, 0.0457, 0.0246], [0.0326, -0.0121, -0.0400], [-0.0013, 0.0677, 0.0565], [-0.0307, -0.0118, -0.0332], [0.0433, -0.0164, 0.0243], [-0.0006, 0.0128, -0.0707], [-0.0115, 0.0534, -0.0351], [-0.0236, -0.4863, 0.2867], [0.0423, -0.0406, 0.0328], [-0.0342, -0.0290, 0.0018], [-0.0417, 0.0544, -0.0415], [-0.0043, 0.0308, -0.0135], [0.0231, -0.0103, 0.0699], [-0.0254, 0.0044, -0.0381], [0.0081, 0.0215, 0.0126], [-0.0117, 0.0126, -0.0094], [-0.0100, -0.0083, 0.0583], [-0.0705, -0.0243, 0.0063], [-0.0776, -0.3521, -0.4054], [-0.0018, 0.0133, 0.0309], [0.0317, 0.0429, -0.0099], [-0.0027, 0.0187, -0.0082], [-0.0108, 0.0638, 0.0380], [0.0166, -0.0232, -0.0611], [0.0305, -0.0229, 0.0175], [-0.0764, -0.0335, 0.0136], [0.0719, -0.1196, -0.0073], [-0.0492, 0.1356, 0.0593], [0.0987, -0.1455, 0.1324], [-0.0444, 0.0687, -0.0770], [-0.0014, 0.0197, -0.1611], [0.0244, -0.0197, 0.0977], [0.0647, 0.0291, 0.0084], [-0.1920, 0.0210, -0.0563], [0.0347, 0.0087, 0.2008], [0.1412, -0.1755, -0.0053], [0.0351, -0.0312, 0.0088], [0.0228, 0.0383, -0.0599], [-0.0784, 0.0295, 0.0069], [0.0218, -0.0767, 0.0224], [-0.0015, 0.0049, -0.0071], [-0.0140, -0.0059, -0.0170], [-0.0239, 0.0070, 0.0101], [0.0361, 0.0511, 0.0312]]}